No. 1
A cluster of 2 separate species, C4H11OS in total. Source: the Open Molecules 2025 dataset; level of theory: wB97M-V/def2-TZVPD.

```
17
Properties=species:S:1:pos:R:3
C 0.55253 -1.38421 2.74106
C 0.99316 -0.51364 1.50433
S 2.47625 0.61378 2.00056
H 1.31828 -2.13843 3.06288
H 0.44415 -0.80213 3.63034
H -0.50278 -1.84919 2.56704
H 0.24091 0.06221 1.03873
H 1.33507 -1.15122 0.62232
H 2.96180 0.43722 0.74425
C -1.25656 0.77727 -1.35150
O -1.22210 -0.54022 -1.23913
C -1.23084 0.93348 -3.01294
H -2.24038 1.40423 -1.14783
H -0.41865 1.39605 -0.88089
H -0.92830 1.99672 -3.41861
H -0.38893 0.26017 -3.26598
H -2.13361 0.49792 -3.59464
```

Relative energy (zero: lowest compared OMol25 entry of this formula, charge and spin), kJ/mol: 271.0
Maximum force, eV Å⁻¹: 3.6
Net charge: -1
LUMO level, eV: 3.1
DFT total energy, Eh: -632.3598

No. 2
The molecule C3H6N2. Source: the Open Molecules 2025 dataset; level of theory: wB97M-V/def2-TZVPD.

```
11
Properties=species:S:1:pos:R:3
C 0.43437 0.14443 -1.15084
C -1.07829 -0.29276 0.81496
C 0.32098 0.27149 1.34840
H 0.67905 -0.26198 -2.96666
H 1.52182 0.60985 -1.24272
H -0.91963 -1.29586 0.42994
H -2.02039 0.35507 1.08807
H 0.86901 -0.56531 1.69295
H 0.35597 1.15689 1.98998
N 0.03754 -0.62529 -2.06267
N -0.20043 0.50347 0.05858
```

Relative energy (zero: lowest compared OMol25 entry of this formula, charge and spin), kJ/mol: 316.3
Maximum force, eV Å⁻¹: 4.1
Net charge: 0
Structure (SMILES): [H]/N=C/N1CC1
LUMO level, eV: 1.0
DFT total energy, Eh: -227.3043

No. 3
A structure of composition C49H40CoIN3O5P2. Source: the Open Molecules 2025 dataset; level of theory: wB97M-V/def2-TZVPD.

```
101
Properties=species:S:1:pos:R:3
Co -0.19367 0.46998 1.23227
O -3.92349 -0.20726 3.98329
C -2.74868 0.09633 3.49217
O -2.29996 -0.32961 2.44730
C -1.92173 1.04019 4.28979
C -2.16211 1.44428 5.59929
C -1.25623 2.31503 6.18723
C -0.17546 2.77195 5.44461
C -0.03162 2.31846 4.13361
N -0.87591 1.44875 3.59036
C 0.98639 2.72463 3.13067
O 1.97459 3.53615 3.44445
O 0.86063 2.29538 1.99465
H -4.43069 -0.81403 3.41571
H -3.02192 1.07483 6.12993
H -1.39037 2.64353 7.20669
H 0.51673 3.46872 5.88832
H 1.99454 3.83628 4.36656
C 1.91017 -3.22004 -4.05485
C 1.17021 -1.92732 -4.46027
C 1.10170 -1.85766 -5.98631
C -0.20744 -1.97350 -3.81716
C -1.34174 -2.50075 -4.42233
C -2.54540 -2.57974 -3.73870
C -2.65313 -2.14136 -2.43042
C -1.53248 -1.62229 -1.79096
P -1.50324 -1.12361 -0.02671
C -3.21567 -0.52314 0.07401
C -4.28073 -1.34078 0.42844
C -5.55737 -0.81045 0.46626
C -5.76796 0.52642 0.16031
C -4.69946 1.34441 -0.17611
C -3.41990 0.82256 -0.21848
C -1.43393 -2.78397 0.76787
C -1.65590 -3.95993 0.05077
C -1.57212 -5.19014 0.68085
C -1.28347 -5.27020 2.03269
C -1.05040 -4.10859 2.75116
C -1.10629 -2.88021 2.12069
C -0.33843 -1.54487 -2.49748
O 0.69641 -0.98044 -1.79740
C 1.62265 -0.33615 -2.57667
C 2.20622 0.77746 -1.98210
C 3.24043 1.42843 -2.64077
C 3.59803 1.00295 -3.90922
C 2.92557 -0.03941 -4.53083
C 1.92364 -0.74412 -3.87316
P 1.44694 1.40800 -0.43919
C 2.94684 2.08214 0.34375
C 3.32887 3.41843 0.32973
C 4.44165 3.82053 1.04929
C 5.18481 2.89776 1.76668
C 4.84045 1.55464 1.73526
C 3.72884 1.14964 1.02318
C 0.41832 2.76200 -1.09804
C -0.23170 2.57468 -2.31978
C -1.00938 3.58278 -2.85759
C -1.16306 4.78322 -2.17951
C -0.57049 4.95216 -0.93770
C 0.20231 3.94418 -0.38876
H 1.37421 -4.08397 -4.44107
H 1.97796 -3.31471 -2.97158
H 2.91721 -3.21882 -4.46672
H 0.57800 -2.72075 -6.38320
H 2.10032 -1.87093 -6.41111
H 0.58966 -0.95683 -6.31147
H -1.29324 -2.86551 -5.43513
H -3.40745 -3.00173 -4.23130
H -3.59694 -2.20619 -1.91033
H -4.09888 -2.37958 0.67182
H -6.39250 -1.44065 0.73090
H -6.76942 0.92583 0.18174
H -4.87508 2.38288 -0.41033
H -2.56710 1.44773 -0.47566
H -1.89725 -3.92802 -1.00155
H -1.74078 -6.08496 0.10232
H -1.23965 -6.23026 2.51977
H -0.83294 -4.15471 3.80755
H -0.90228 -1.98464 2.68834
H 3.74652 2.26225 -2.17921
H 4.39253 1.50715 -4.43837
H 3.20143 -0.30911 -5.53753
H 2.77431 4.14021 -0.25046
H 4.72605 4.86186 1.05596
H 6.04198 3.21888 2.33725
H 5.43547 0.82902 2.26794
H 3.45772 0.10337 0.98551
H -0.12466 1.64394 -2.86042
H -1.48792 3.42794 -3.81258
H -1.75026 5.57571 -2.61624
H -0.70701 5.87495 -0.39380
H 0.64438 4.07770 0.58573
I 3.50117 -2.83891 4.89955
C 2.51326 -2.11781 3.21080
C 2.51849 -2.63209 1.92654
N 1.71433 -1.84737 1.19418
N 1.19126 -0.86043 1.92952
C 1.66659 -1.00769 3.15584
H 3.04027 -3.47640 1.52567
H 1.47099 -1.93037 0.21413
H 1.41383 -0.32432 3.93961
```

Relative energy (zero: lowest compared OMol25 entry of this formula, charge and spin), kJ/mol: 141.7
Maximum force, eV Å⁻¹: 1.2
Net charge: +2
LUMO level (spin up / spin down), eV: -6.6 / -5.8
DFT total energy, Eh: -4794.4507
2S+1: 2

No. 4
A cluster of 5 separate species, C30H75N5O10 in total. Source: the Open Molecules 2025 dataset; level of theory: wB97M-V/def2-TZVPD.

```
120
Properties=species:S:1:pos:R:3
C -8.01243 -5.92781 1.78037
O -7.28698 -7.12484 1.67276
C -7.99148 -8.33318 1.57969
C -8.83072 -8.67050 2.76457
N -10.17366 -8.15666 2.51627
C -11.22420 -8.74257 3.42451
C -11.45590 -10.28556 3.33663
O -12.18853 -10.61181 4.51204
C -12.05357 -11.98922 4.87806
H -7.32368 -5.08413 1.82408
H -8.55605 -5.98413 2.72345
H -8.82095 -5.78877 1.06269
H -7.08009 -8.92929 1.62570
H -8.57727 -8.45938 0.66918
H -8.31720 -8.21105 3.60914
H -8.88101 -9.75930 2.77409
H -10.07452 -7.16244 2.36859
H -12.13095 -8.31549 2.99612
H -10.98465 -8.30380 4.39311
H -10.49224 -10.79363 3.30039
H -12.03749 -10.52786 2.44716
H -12.92196 -12.05757 5.53329
H -11.20834 -12.23598 5.52055
H -12.32050 -12.66412 4.06482
C -4.57435 -3.63671 3.94782
O -3.69967 -3.50439 2.79017
C -3.75278 -4.54886 1.87331
C -2.35601 -4.46071 1.12474
N -2.35353 -3.26931 0.41765
C -1.04542 -2.80333 -0.04261
C -0.40527 -3.74508 -1.05257
O 0.60613 -3.00101 -1.71231
C 1.21780 -3.53891 -2.80925
H -5.59561 -3.69855 3.57190
H -4.48496 -2.91305 4.75802
H -4.34494 -4.61184 4.37747
H -4.63015 -4.46324 1.23222
H -3.69163 -5.51271 2.37863
H -2.22853 -5.30826 0.45132
H -1.56240 -4.36231 1.86542
H -2.84086 -2.57943 0.97143
H -0.46166 -2.40615 0.78780
H -1.27513 -1.89158 -0.59403
H -1.10624 -4.07461 -1.81948
H -0.09199 -4.49180 -0.32293
H 1.05209 -4.59674 -3.01326
H 2.23841 -3.54885 -2.42667
H 1.18507 -2.77665 -3.58771
C -10.72517 -3.17204 1.79787
O -9.55238 -3.59438 2.48507
C -9.35527 -2.91836 3.69553
C -9.41421 -1.38538 3.72612
N -9.01333 -0.88687 5.02104
C -7.54390 -0.69824 5.26567
C -7.03686 0.69388 4.95126
O -7.65739 1.61264 5.75908
C -7.16243 2.93113 5.73260
H -10.65572 -2.18722 1.33591
H -11.66338 -3.25030 2.34718
H -10.78604 -3.77936 0.89479
H -8.37071 -3.24444 4.03081
H -10.00525 -3.31825 4.47380
H -10.34375 -0.95112 3.35806
H -8.75547 -0.97421 2.96120
H -9.33608 0.06602 5.11007
H -6.89160 -1.42213 4.77721
H -7.42163 -0.87840 6.33370
H -7.28364 1.02582 3.94278
H -5.95797 0.75002 5.09596
H -7.55143 3.54331 6.54624
H -7.40725 3.40788 4.78346
H -6.14312 2.94675 6.11842
C -3.70947 -7.90176 0.09018
O -2.80045 -8.59889 -0.81076
C -2.32404 -9.89396 -0.26266
C -0.96644 -9.49879 0.28281
N -0.20252 -10.52818 1.07535
C 0.55619 -11.47464 0.24030
C -0.00976 -12.90807 0.51998
O -0.33453 -13.06246 1.89992
C -0.08868 -14.41799 2.31180
H -4.62693 -8.42630 0.35705
H -3.91986 -6.89312 -0.26548
H -3.22019 -7.84448 1.06251
H -2.20651 -10.53073 -1.13948
H -2.78146 -10.51316 0.50900
H -1.18080 -8.57974 0.82825
H -0.30379 -9.11715 -0.49394
H -0.82727 -11.08506 1.64073
H 1.56134 -11.37726 0.65053
H 0.60306 -11.22666 -0.82009
H 0.87445 -13.41783 0.13733
H -0.88124 -12.94612 -0.13361
H 0.97852 -14.63838 2.33687
H -0.51490 -15.15892 1.63545
H -0.51670 -14.54573 3.30607
C -4.02468 -7.41340 -3.66029
O -3.96285 -8.57776 -4.38715
C -2.73540 -9.29143 -4.17856
C -1.35063 -8.47008 -4.31964
N -0.98015 -8.05693 -5.76307
C 0.29329 -7.39356 -5.77090
C 1.48158 -8.31757 -5.68927
O 1.68114 -8.98737 -7.03073
C 2.31743 -10.23432 -7.06266
H -3.48492 -7.44508 -2.71385
H -5.06909 -7.20488 -3.42827
H -3.61291 -6.53075 -4.14964
H -2.64728 -9.95417 -5.03944
H -2.69350 -9.97769 -3.33275
H -0.55104 -9.16692 -4.06830
H -1.28579 -7.61294 -3.64941
H -0.80309 -8.95339 -6.19333
H 0.37027 -6.72444 -4.91390
H 0.37668 -6.68173 -6.59215
H 1.34915 -8.99906 -4.84896
H 2.24124 -7.57984 -5.43087
H 1.68392 -10.90344 -6.48038
H 3.31369 -10.06698 -6.65333
H 2.27771 -10.64319 -8.07228
```

Relative energy (zero: lowest compared OMol25 entry of this formula, charge and spin), kJ/mol: 530.4
Maximum force, eV Å⁻¹: 3.1
Net charge: 0
Structure (SMILES): COCCNCCOC.COCCNCCOC.COCCNCCOC.COCCNCCOC.COCCNCCOC
LUMO level, eV: 0.6
DFT total energy, Eh: -2213.7376